Record 1
Here is a cluster of 40 separate species, H80O40 in total from the OMol25 dataset. Energies are from ωB97M-V/def2-TZVPD.

Element x y z (Å)
H 1.528 4.771 2.620
H 2.757 3.880 2.330
O 2.055 4.044 2.963
H 1.263 -2.777 4.996
H -0.090 -2.621 4.110
O 0.312 -2.724 4.981
H 0.430 3.366 3.690
H -0.539 2.583 2.699
O -0.305 2.737 3.620
H 4.316 0.583 2.084
H 3.357 1.662 2.839
O 4.224 1.269 2.743
H 1.166 -0.002 -6.402
H 2.390 0.614 -5.515
O 2.105 0.147 -6.307
H -1.216 -1.647 -0.368
O -0.411 -1.336 0.064
H -6.273 -1.871 2.170
O -5.370 -1.596 1.983
H 5.653 2.714 -1.184
H 4.171 2.122 -1.603
O 4.915 2.692 -1.786
H 1.242 2.737 -5.016
H 2.477 2.295 -3.996
O 1.606 2.136 -4.368
H 4.042 4.493 -0.933
H 3.363 5.156 0.051
O 3.441 5.260 -0.909
H -2.204 -3.771 -0.149
H -2.012 -5.062 0.584
O -2.684 -4.415 0.379
H -5.749 1.881 -0.445
O -5.267 2.654 -0.723
H 2.879 -0.103 5.386
H 2.113 -1.323 5.651
O 1.962 -0.384 5.509
H -0.503 3.427 -0.019
H -1.313 3.807 1.196
O -0.403 3.811 0.851
H 0.711 5.398 1.059
H 1.793 5.043 -0.002
O 1.447 5.769 0.548
H 0.118 3.264 -3.341
H -1.196 3.698 -2.495
O -0.251 3.815 -2.649
H -2.006 0.138 -2.544
H -2.820 0.423 -1.301
O -2.326 -0.306 -1.753
H 0.646 -2.589 -1.997
H 1.584 -2.042 -3.167
O 1.080 -2.797 -2.830
H -4.736 -4.024 0.866
O -4.862 -3.351 0.191
H -2.559 5.142 -0.158
H -3.262 4.964 1.259
O -2.800 4.530 0.539
H -4.359 2.637 1.748
O -4.698 3.545 1.700
H -6.006 1.052 2.758
H -4.723 0.163 2.701
O -5.055 1.062 2.807
H -5.352 -1.522 -3.334
H -4.016 -1.427 -2.884
O -4.500 -1.914 -3.580
H 4.595 -1.780 -2.177
H 3.403 -0.926 -1.655
O 4.371 -1.002 -1.652
H 3.372 -3.507 3.238
H 3.831 -2.121 4.002
O 3.187 -2.809 3.861
H 0.757 3.151 -1.374
H 1.354 1.711 -1.087
O 1.403 2.638 -0.864
H 2.265 -4.154 -2.465
H 1.919 -5.717 -2.617
O 2.431 -5.058 -2.155
H 1.800 0.086 -3.659
H 3.134 0.303 -2.777
O 2.653 -0.262 -3.383
H -1.595 -1.663 -4.938
H -0.552 -1.360 -3.823
O -1.455 -1.189 -4.114
H 0.315 -4.680 0.832
H -0.391 -3.479 1.253
O -0.151 -3.920 0.431
H 3.786 -1.712 -4.309
H 4.782 -2.732 -4.046
O 3.889 -2.495 -3.755
H -3.457 2.563 -0.938
O -2.759 2.216 -1.535
H -3.712 -4.034 -3.872
H -2.479 -3.869 -3.164
O -2.824 -4.430 -3.875
H -4.080 -3.381 -0.375
H -0.716 -0.782 0.791
H -4.760 3.813 2.623
H -5.190 -2.198 1.191
H -5.522 3.520 -0.401
H -2.059 1.934 -0.926
O 1.904 -5.510 1.371
H 2.051 -6.356 0.938
H 2.178 -5.649 2.283
O -1.653 0.413 5.194
H -0.889 0.614 5.756
H -1.827 1.329 4.920
O 1.522 1.208 2.335
H 1.112 1.464 3.192
H 0.818 1.273 1.681
O -1.553 -1.471 3.287
H -2.368 -1.832 3.639
H -1.270 -0.730 3.864
O -2.009 0.587 0.835
H -2.379 -0.309 0.822
H -1.526 0.707 1.658
O 1.751 -0.344 -1.003
H 1.461 -0.456 -0.089
H 0.966 -0.801 -1.342
O 5.038 -2.994 1.018
H 5.987 -3.011 1.118
H 4.791 -2.258 0.451

Its total charge is -1. For the total energy, the calculation gives -3057.4738 Eh. The value obtained for the HOMO energy (alpha / beta) is -0.010 / -0.308 hartree. Its multiplicity is 2.

***

Record 2
Here is a cluster of 40 separate species, H80O40 in total from the OMol25 dataset. Energies are from ωB97M-V/def2-TZVPD.

Element x y z (Å)
H 0.736 -3.943 0.158
H 1.642 -3.081 -0.639
O 1.332 -3.972 -0.577
H 0.176 -3.362 -4.306
H 0.891 -4.770 -4.301
O 0.838 -3.894 -4.710
H -1.236 -0.259 -0.994
H -1.991 -0.328 0.229
O -1.513 0.327 -0.260
H -4.158 1.190 3.410
H -4.144 -0.324 2.959
O -4.666 0.393 3.251
H -4.961 3.421 2.217
H -3.855 2.606 1.184
O -4.174 2.968 2.065
H 2.787 -1.676 -4.647
O 2.893 -1.596 -3.699
H -5.422 1.828 -1.562
O -5.377 1.065 -2.073
H -4.414 -3.591 -2.291
H -5.261 -2.340 -2.525
O -5.309 -3.294 -2.586
H 1.313 -3.245 2.678
H -0.170 -2.866 3.042
O 0.393 -3.295 2.350
H -3.525 -0.480 -3.969
H -3.685 -1.209 -2.525
O -3.928 -1.186 -3.441
H 5.381 0.903 -3.208
H 3.887 0.601 -2.851
O 4.732 0.225 -3.048
H 4.058 1.766 -4.919
O 3.297 1.747 -4.307
H 4.172 3.710 2.120
H 4.772 3.059 0.771
O 4.815 3.044 1.752
H 1.601 -0.778 -2.558
H 0.572 -1.882 -2.658
O 0.668 -0.922 -2.689
H -2.687 2.842 -2.227
H -3.609 3.838 -2.696
O -3.347 3.444 -1.828
H 1.100 -1.303 0.121
H 0.386 -2.035 1.165
O 0.352 -1.974 0.154
H 2.941 0.073 4.666
H 2.505 1.487 4.347
O 2.899 0.648 3.866
H -0.269 -5.175 1.089
H -0.448 -5.500 2.439
O -0.652 -5.924 1.580
H 2.569 4.420 0.487
O 2.275 4.609 1.403
H -3.352 -1.755 5.138
H -2.657 -1.357 3.718
O -2.586 -1.863 4.518
H 1.775 3.878 3.863
O 2.710 3.493 3.964
H 4.207 -1.938 -0.061
H 4.167 -3.194 0.200
O 3.455 -2.530 0.396
H 4.252 1.133 0.538
H 3.356 -0.217 0.347
O 4.242 0.268 0.199
H 2.448 -2.360 2.804
H 1.977 -1.581 4.158
O 2.577 -2.278 3.766
H -0.250 5.278 -3.003
H -0.113 5.789 -1.394
O -0.527 5.357 -2.104
H -0.836 3.338 -1.448
H -1.317 4.272 -0.253
O -0.755 3.562 -0.486
H 0.567 3.100 2.104
H -0.958 3.052 2.072
O -0.214 2.741 2.649
H -4.262 -4.485 0.307
H -3.202 -5.426 -0.041
O -3.452 -4.495 -0.179
H -1.713 0.740 -5.059
H -1.227 -0.277 -4.125
O -1.911 0.473 -4.131
H 0.207 1.271 -0.927
H 1.114 2.307 -1.706
O 1.077 1.590 -1.120
H 6.362 -0.550 -0.195
H 5.647 -1.190 -1.562
O 6.478 -1.042 -1.011
H 0.192 -0.971 5.703
O 0.168 -1.595 5.004
H -0.158 3.697 5.180
H -0.377 3.885 3.727
O -0.110 4.394 4.562
H 3.044 4.142 1.818
H 3.824 -1.421 -3.559
H 3.091 4.357 4.249
H -5.958 0.724 -2.698
H 2.630 2.392 -4.514
H -0.695 -1.483 4.612
O -0.677 -5.713 -3.198
H -1.181 -5.595 -3.983
H 0.114 -6.226 -3.307
O 0.070 0.218 1.903
H 0.132 1.176 1.988
H -0.401 -0.069 1.133
O -2.512 -2.139 -0.481
H -1.528 -2.426 -0.570
H -2.976 -2.978 -0.650
O -0.680 2.500 -3.075
H -1.125 1.871 -3.704
H -0.566 1.830 -2.413
O -0.824 -3.377 -1.955
H -1.716 -3.698 -2.160
H -0.349 -4.267 -1.880
O -0.212 5.760 2.006
H -0.531 5.942 2.928
H 0.607 5.399 2.405
O -2.309 0.776 2.652
H -1.729 0.291 1.986
H -1.724 1.490 2.946

For the total energy, the calculation gives -3057.2875 Eh. The value obtained for the HOMO energy is -0.374 hartree. Its multiplicity is 1.

***

Record 3
Here is a cluster of 40 separate species, H80O40 in total from the OMol25 dataset. Energies are from ωB97M-V/def2-TZVPD.

Element x y z (Å)
H 1.705 -4.541 -0.605
H 3.205 -4.100 -0.546
O 2.360 -3.767 -0.453
H 3.379 2.693 4.026
H 3.074 4.053 4.533
O 3.290 3.208 4.837
H -4.249 4.390 2.867
H -2.758 4.014 3.080
O -3.411 4.160 2.445
H -5.205 -0.631 2.292
H -3.925 0.121 2.310
O -4.550 -0.267 1.635
H -0.664 -4.846 -3.221
H 0.616 -5.945 -3.528
O 0.311 -5.029 -3.182
H -2.057 -2.246 -4.010
O -1.828 -3.235 -3.918
H -4.602 1.878 -3.015
O -3.966 1.858 -3.803
H 2.458 3.913 -0.205
H 2.423 4.763 -1.401
O 1.922 4.528 -0.642
H -4.044 -4.873 -0.664
H -4.036 -3.091 -1.035
O -4.206 -4.110 -1.385
H -2.759 0.384 4.265
H -2.055 -0.850 3.802
O -2.562 -0.008 3.448
H -2.456 -1.961 1.571
H -1.888 -3.243 0.834
O -1.751 -2.378 1.227
H 0.292 -2.408 -5.182
O 0.457 -1.644 -5.700
H 3.439 2.090 2.488
H 2.349 2.899 1.836
O 3.278 2.979 2.156
H 1.216 1.483 6.510
H 1.224 0.297 5.303
O 0.846 0.622 6.185
H 4.682 1.529 -4.310
H 3.286 0.851 -4.635
O 4.161 0.736 -4.322
H 2.266 5.844 2.821
H 1.128 5.238 1.956
O 1.634 4.997 2.644
H 1.630 -2.089 -0.045
H 0.239 -1.977 -0.763
O 0.710 -1.572 -0.025
H 0.670 2.278 2.479
H 0.615 3.028 3.824
O 1.004 2.176 3.391
H -4.441 2.157 -0.914
O -4.172 1.198 -0.971
H -4.252 -0.102 -2.990
H -5.681 -0.321 -3.759
O -4.909 -0.872 -3.380
H 0.361 -2.887 -3.010
O -0.231 -2.439 -2.479
H 1.498 0.926 0.137
H 0.362 0.583 -1.119
O 1.268 0.937 -0.837
H -5.189 1.115 4.129
H -4.521 1.831 2.924
O -4.610 1.861 3.937
H -1.669 0.699 1.711
H -2.187 0.331 0.230
O -1.432 0.842 0.749
H 4.914 1.882 -0.139
H 5.401 1.222 -1.661
O 5.100 2.104 -1.078
H 0.416 -3.349 3.204
H 0.874 -4.446 4.291
O 0.795 -3.522 4.066
H 4.519 0.255 1.547
H 4.582 2.026 1.572
O 4.633 1.149 1.172
H 4.729 -3.475 -1.942
H 5.689 -3.448 -0.852
O 5.028 -3.929 -1.159
H -1.755 0.682 -1.335
H -2.923 1.117 -2.493
O -2.024 0.673 -2.242
H 0.100 -4.404 1.035
H -0.074 -3.024 1.617
O 0.270 -3.932 1.778
H 2.726 0.022 -1.519
H 3.729 -0.011 -2.932
O 3.351 -0.445 -2.084
H -3.571 4.141 -1.674
O -4.120 3.625 -2.231
H -1.941 2.699 -3.960
H -0.915 3.070 -2.962
O -1.235 3.141 -3.783
H -4.848 0.834 -0.309
H -2.619 -3.498 -3.413
H -0.260 -1.421 -2.736
H -3.800 2.777 -4.091
H 1.312 -1.426 -5.940
H -4.738 4.293 -2.600
O 1.561 1.294 -3.655
H 2.016 2.149 -3.555
H 1.105 1.322 -4.554
O -3.782 -4.204 1.128
H -2.958 -4.404 1.508
H -4.407 -3.496 1.311
O -1.535 4.287 0.272
H -0.654 3.865 0.228
H -2.159 3.477 0.336
O -3.202 -2.492 4.546
H -2.311 -2.413 4.431
H -3.739 -2.365 5.307
O 1.984 -0.246 2.073
H 1.530 -0.852 1.496
H 2.779 -0.527 2.413
O 5.275 0.029 3.502
H 6.105 0.041 2.957
H 5.114 -0.603 4.071
O 4.678 -2.579 -4.076
H 4.135 -1.749 -4.386
H 5.295 -2.128 -3.547

For the total energy, the calculation gives -3057.1320 Eh. The value obtained for the HOMO energy is -0.340 hartree. Its multiplicity is 1.

***

Record 4
Here is a cluster of 40 separate species, H80O40 in total from the OMol25 dataset. Energies are from ωB97M-V/def2-TZVPD.

Element x y z (Å)
H -2.540 -2.747 -2.810
H -2.838 -1.416 -2.123
O -3.197 -2.287 -2.324
H 0.305 -4.726 -3.012
H 1.545 -5.367 -3.536
O 0.613 -5.441 -3.558
H 3.941 -3.109 3.494
H 3.650 -4.204 4.513
O 3.620 -4.009 3.590
H -4.116 -0.422 -3.009
H -4.112 -0.181 -4.554
O -3.675 0.030 -3.742
H 1.848 1.802 -4.069
H 2.341 2.806 -3.145
O 2.263 1.831 -3.191
H 1.769 0.188 1.953
O 2.607 0.058 1.489
H -0.486 0.448 2.793
O -0.140 -0.376 2.423
H -0.177 1.671 -6.042
H -1.025 0.489 -5.450
O -0.398 0.744 -6.128
H 1.130 -3.554 0.749
H 1.321 -2.118 1.171
O 1.699 -2.997 1.320
H -1.918 3.021 -0.651
H -2.112 1.516 -0.917
O -2.314 2.216 -0.315
H -3.878 0.800 -0.511
H -3.971 -0.589 0.169
O -4.089 -0.115 -0.636
H -2.761 1.578 -3.704
O -2.821 2.543 -3.576
H 0.915 -2.749 -6.264
H 0.744 -1.216 -6.282
O 0.799 -1.963 -5.698
H -0.948 -2.816 6.028
H -1.783 -1.994 4.842
O -1.641 -2.233 5.770
H -1.715 3.997 4.826
H -2.140 3.975 3.153
O -1.660 3.757 3.933
H 0.953 3.109 3.656
H -0.332 2.871 4.266
O 0.655 2.768 4.513
H 0.593 6.129 -3.106
H 1.891 5.317 -2.563
O 1.156 5.337 -3.202
H -3.131 4.431 -1.512
H -3.109 5.231 -0.261
O -3.384 4.339 -0.552
H 2.634 2.245 1.730
O 3.128 2.746 1.080
H -0.575 -3.501 -4.447
H -0.946 -2.252 -4.864
O -1.395 -2.972 -4.379
H 1.704 -4.209 -0.727
O 0.714 -4.489 -0.773
H -0.485 4.778 -0.642
H 0.347 5.723 -1.235
O -0.407 5.761 -0.626
H 2.159 -0.445 5.768
H 2.830 -0.122 4.429
O 2.942 -0.648 5.219
H 4.471 -0.725 1.475
H 5.685 -0.194 2.205
O 5.378 -0.960 1.717
H -0.437 3.463 1.920
H 0.761 4.044 1.010
O 0.433 3.334 1.533
H 1.106 3.339 -1.203
H 0.045 2.334 -1.450
O 0.120 3.266 -1.344
H 3.516 -4.812 -1.856
H 3.017 -3.641 -2.783
O 2.834 -4.513 -2.459
H -1.063 -0.299 -1.007
H -0.235 0.350 -2.141
O -1.115 0.375 -1.730
H 3.122 5.894 -0.641
H 3.719 4.420 -0.264
O 3.520 5.075 -0.886
H 2.319 -2.222 -0.600
H 2.876 -0.933 0.092
O 2.690 -1.353 -0.769
H -3.519 2.486 4.032
H -4.012 1.335 4.976
O -3.260 1.834 4.704
H 4.846 -2.225 -0.681
O 5.271 -2.027 -1.522
H -4.174 3.781 1.479
H -3.127 2.596 1.851
O -3.818 3.172 2.111
H 3.598 1.980 0.694
H 2.319 0.285 0.569
H 0.802 -5.411 -0.549
H -0.257 -0.957 3.203
H -2.186 2.596 -2.909
H 5.424 -1.086 -1.561
O -0.990 -2.630 -0.812
H -1.948 -2.589 -0.680
H -0.745 -3.496 -1.180
O -1.121 -2.808 2.648
H -0.507 -3.490 2.502
H -1.465 -2.731 1.759
O 1.038 -0.710 -2.769
H 1.954 -1.000 -2.849
H 0.555 -1.369 -3.303
O -6.350 -0.869 0.039
H -6.833 -0.899 -0.769
H -6.325 -1.657 0.561
O -3.924 -3.130 2.584
H -4.426 -3.911 2.905
H -4.419 -2.404 2.973
O 4.021 -3.861 1.027
H 4.819 -3.926 1.563
H 3.376 -3.314 1.512
O 0.114 0.068 5.334
H 0.429 0.915 4.966
H -0.520 0.220 6.027

For the total energy, the calculation gives -3057.4524 Eh. The value obtained for the HOMO energy is -0.381 hartree. Its multiplicity is 1.